1.
114
Properties=species:S:1:pos:R:3:lowdin_charge:R:1 method="wB97M-V/def2-TZVPD" homo_lumo_gap_ha=0.221 lumo_energy_ev=-1.78 spin_multiplicity=1 homo_ha=-0.28620 smiles="C=CC(=O)OCCCCCCPS.Fc1ccccc1.Fc1ccccc1.Fc1ccccc1.Fc1ccccc1.Fc1ccccc1.Fc1ccccc1.Fc1ccccc1" total_charge=0
C 0.087 5.137 3.748 0.032
C -0.898 4.956 2.607 -0.022
C -1.386 3.391 2.273 -0.254
O -1.275 2.533 3.298 -0.056
O -1.838 3.068 0.912 -0.108
C -2.793 1.950 0.886 -0.178
C -2.123 0.457 0.989 -0.175
C -0.601 0.331 0.400 -0.185
C 0.227 -1.005 0.863 -0.224
C -0.662 -2.359 1.060 -0.259
C -1.449 -2.515 2.478 -0.475
P -0.624 -1.716 3.995 0.489
S 1.444 -2.227 4.208 0.226
H -0.342 5.344 4.823 0.084
H 1.253 5.030 3.626 0.066
H -1.324 5.897 2.011 0.122
H -3.523 2.109 1.810 0.133
H -3.445 2.054 -0.104 0.131
H -2.862 -0.319 0.473 0.124
H -2.146 0.166 2.147 0.083
H 0.042 1.265 0.773 0.115
H -0.623 0.423 -0.789 0.127
H 0.991 -1.237 -0.026 0.088
H 0.899 -0.698 1.773 0.058
H -1.442 -2.502 0.167 0.099
H 0.082 -3.283 0.955 0.113
H -1.562 -3.677 2.725 0.091
H -2.544 -2.105 2.334 0.083
H -0.643 -0.274 3.719 -0.100
H 1.934 -1.333 5.189 -0.153
F 3.863 5.063 3.941 0.056
C 4.068 3.739 3.960 -0.287
C 5.294 3.243 4.387 -0.019
C 5.506 1.864 4.412 -0.081
C 4.491 0.997 3.997 -0.093
C 3.266 1.506 3.565 -0.074
C 3.050 2.884 3.551 -0.014
H 6.073 3.931 4.697 0.115
H 6.458 1.465 4.752 0.105
H 4.659 -0.078 4.013 0.101
H 2.479 0.829 3.239 0.084
H 2.101 3.296 3.227 0.082
F 2.207 -2.914 -1.131 0.047
C 2.818 -2.224 -2.103 -0.289
C 3.117 -2.855 -3.306 -0.007
C 3.749 -2.135 -4.320 -0.069
C 4.085 -0.795 -4.116 -0.084
C 3.785 -0.172 -2.904 -0.077
C 3.143 -0.889 -1.894 -0.022
H 2.856 -3.899 -3.443 0.111
H 3.980 -2.617 -5.267 0.082
H 4.581 -0.235 -4.906 0.095
H 4.051 0.870 -2.746 0.103
H 2.895 -0.418 -0.948 0.106
F -5.433 2.775 -1.216 0.054
C -6.588 2.733 -0.538 -0.287
C -6.589 2.991 0.829 -0.018
C -7.791 2.953 1.534 -0.079
C -8.980 2.645 0.866 -0.098
C -8.968 2.382 -0.504 -0.084
C -7.767 2.432 -1.211 -0.018
H -5.655 3.220 1.332 0.102
H -7.804 3.161 2.601 0.106
H -9.917 2.611 1.418 0.101
H -9.893 2.139 -1.021 0.105
H -7.740 2.239 -2.279 0.116
F -2.748 -2.695 -1.656 0.048
C -2.744 -3.999 -1.965 -0.289
C -3.923 -4.606 -2.385 -0.017
C -3.918 -5.962 -2.711 -0.084
C -2.737 -6.699 -2.604 -0.099
C -1.560 -6.082 -2.176 -0.079
C -1.562 -4.724 -1.860 -0.016
H -4.833 -4.019 -2.455 0.115
H -4.833 -6.444 -3.048 0.104
H -2.735 -7.758 -2.854 0.100
H -0.642 -6.659 -2.089 0.106
H -0.655 -4.226 -1.535 0.105
F 3.749 -4.038 -6.403 0.034
C 3.560 -5.349 -6.200 -0.288
C 4.637 -6.146 -5.829 -0.014
C 4.439 -7.510 -5.612 -0.080
C 3.167 -8.063 -5.780 -0.097
C 2.094 -7.256 -6.158 -0.082
C 2.290 -5.890 -6.363 -0.015
H 5.619 -5.701 -5.711 0.118
H 5.273 -8.141 -5.314 0.106
H 3.015 -9.128 -5.615 0.101
H 1.106 -7.689 -6.292 0.105
H 1.465 -5.246 -6.648 0.118
F -3.011 2.529 9.908 0.060
C -2.363 2.683 8.746 -0.293
C -1.367 3.647 8.640 -0.022
C -0.688 3.804 7.432 -0.086
C -1.022 3.002 6.338 -0.102
C -2.027 2.040 6.452 -0.072
C -2.697 1.876 7.664 -0.014
H -1.127 4.267 9.498 0.114
H 0.098 4.550 7.341 0.100
H -0.495 3.128 5.394 0.060
H -2.287 1.420 5.598 0.096
H -3.475 1.127 7.773 0.115
F 4.851 2.184 -6.594 0.057
C 4.124 3.100 -5.940 -0.296
C 2.778 3.255 -6.252 -0.018
C 2.020 4.205 -5.568 -0.082
C 2.620 4.997 -4.585 -0.098
C 3.973 4.837 -4.283 -0.085
C 4.728 3.880 -4.960 -0.022
H 2.331 2.637 -7.024 0.116
H 0.965 4.329 -5.799 0.105
H 2.029 5.741 -4.055 0.100
H 4.438 5.458 -3.521 0.105
H 5.779 3.736 -4.731 0.115

2.
114
Properties=species:S:1:pos:R:3:lowdin_charge:R:1 method="wB97M-V/def2-TZVPD" homo_lumo_gap_ha=0.215 lumo_energy_ev=-3.21 spin_multiplicity=1 homo_ha=-0.33279 total_charge=+1
C 0.304 -0.542 6.057 -0.090
C 1.608 -0.819 5.636 -0.071
C 2.222 -0.024 4.658 -0.016
C 1.481 1.026 4.119 -0.281
O 1.954 1.667 2.962 -0.210
P 2.453 0.964 1.585 0.743
O 3.250 2.188 0.879 -0.215
C 3.669 3.383 1.483 -0.288
C 5.037 3.604 1.644 -0.001
C 5.437 4.852 2.132 -0.076
C 4.492 5.824 2.459 -0.089
C 3.129 5.550 2.322 -0.072
C 2.702 4.318 1.831 -0.022
O 3.676 -0.021 2.069 -0.224
C 4.892 -0.241 1.413 -0.298
C 5.948 -0.690 2.205 -0.007
C 7.168 -0.956 1.584 -0.076
C 7.329 -0.725 0.217 -0.098
C 6.263 -0.256 -0.547 -0.081
C 5.011 -0.029 0.041 -0.055
Pd 0.866 -0.061 0.421 0.278
P -1.186 0.631 1.035 0.758
O -1.772 -0.051 2.397 -0.214
C -3.075 -0.031 2.935 -0.284
C -3.659 -1.255 3.256 -0.016
C -5.000 -1.264 3.644 -0.072
C -5.700 -0.062 3.773 -0.088
C -5.070 1.158 3.512 -0.066
C -3.722 1.182 3.140 -0.024
O -1.502 2.218 1.230 -0.215
C -2.261 2.989 0.325 -0.286
C -3.337 3.719 0.825 -0.010
C -4.195 4.345 -0.086 -0.067
C -3.930 4.282 -1.456 -0.085
C -2.810 3.588 -1.925 -0.081
C -1.957 2.937 -1.033 -0.026
O -2.346 0.252 -0.041 -0.229
C -3.260 -0.803 0.035 -0.306
C -4.608 -0.457 -0.011 -0.005
C -5.552 -1.481 0.123 -0.067
C -5.127 -2.809 0.219 -0.093
C -3.770 -3.127 0.232 -0.079
C -2.813 -2.117 0.102 -0.035
C 0.777 -1.519 -1.442 -0.153
C 1.758 -2.353 -0.637 -0.256
C 1.335 -2.985 0.555 -0.056
C 2.211 -3.785 1.303 -0.057
C 3.520 -3.984 0.845 -0.061
C 3.965 -3.341 -0.317 -0.069
C 3.090 -2.561 -1.069 -0.046
C 1.063 -0.940 -2.703 -0.113
C 0.130 -0.659 -3.829 -0.040
C 0.225 1.388 4.594 -0.019
C -0.376 0.566 5.548 -0.079
H -0.178 -1.189 6.798 0.106
H 2.174 -1.658 6.056 0.108
H 3.230 -0.235 4.311 0.102
H 5.751 2.819 1.390 0.118
H 6.500 5.058 2.240 0.106
H 4.815 6.802 2.820 0.105
H 2.379 6.288 2.588 0.105
H 1.646 4.078 1.700 0.119
H 5.784 -0.825 3.277 0.123
H 7.989 -1.335 2.182 0.105
H 8.292 -0.924 -0.255 0.104
H 6.377 -0.059 -1.613 0.106
H 4.149 0.269 -0.564 0.099
H -3.081 -2.165 3.127 0.123
H -5.482 -2.218 3.849 0.110
H -6.747 -0.075 4.089 0.106
H -5.606 2.110 3.612 0.111
H -3.182 2.118 2.986 0.093
H -3.520 3.767 1.898 0.109
H -5.058 4.896 0.285 0.110
H -4.591 4.783 -2.166 0.106
H -2.573 3.552 -2.988 0.083
H -1.075 2.389 -1.377 0.116
H -4.877 0.598 -0.079 0.128
H -6.615 -1.225 0.120 0.113
H -5.872 -3.605 0.305 0.107
H -3.442 -4.167 0.318 0.111
H -1.741 -2.328 0.091 0.084
H -0.271 -1.793 -1.224 0.078
H 0.315 -2.842 0.911 0.094
H 1.875 -4.257 2.231 0.113
H 4.211 -4.624 1.412 0.115
H 5.004 -3.457 -0.647 0.116
H 3.406 -2.086 -1.999 0.107
H 2.070 -0.516 -2.810 0.096
H -0.920 -0.692 -3.482 0.122
H 0.379 0.306 -4.270 0.113
H -0.277 2.268 4.195 0.122
H -1.380 0.803 5.892 0.108
C -3.125 1.256 -4.617 -0.072
O -2.075 0.438 -5.104 -0.211
C -2.519 -0.785 -5.625 -0.197
C -1.356 -1.656 -6.071 -0.200
C -1.653 -3.150 -5.979 -0.127
C -0.326 -3.862 -5.733 -0.137
C 0.687 -2.819 -5.244 -0.103
N 0.003 -1.471 -5.333 0.014
H -2.715 2.254 -4.499 0.071
H -3.990 1.301 -5.293 0.101
H -3.482 0.905 -3.639 0.098
H -3.190 -1.315 -4.921 0.138
H -3.113 -0.588 -6.539 0.145
H -1.192 -1.395 -7.129 0.161
H -2.367 -3.321 -5.164 0.121
H -2.151 -3.460 -6.907 0.133
H -0.419 -4.685 -5.020 0.122
H 0.046 -4.271 -6.678 0.117
H 0.922 -2.928 -4.187 0.104
H 1.645 -2.840 -5.796 0.141
H 0.580 -0.920 -5.980 0.166